[1]
70
Properties=species:S:1:pos:R:3:nbo_charge:R:1 method="wB97M-V/def2-TZVPD" max_force_ev_per_a=2.2 homo_lumo_gap_ev=8.50 mol_weight_g_mol=607.54 relative_energy_ev=1.442 total_charge=+1 e_homo_ha=-0.3963 lumo_energy_ev=-2.285
Br -5.02332 3.10969 -3.97236 0.07
Ca -0.58341 -0.51775 1.88137 1.79
O -0.91023 0.04784 -1.98846 -0.74
O -0.31065 -4.71835 0.93701 -0.68
O 0.10444 1.46615 2.17214 -0.84
O -1.52820 -0.27184 0.12175 -0.92
O -0.06886 -2.58328 1.57200 -0.82
O 0.83558 2.63068 0.41935 -0.74
N 3.61987 2.04120 -1.73210 -0.57
N -0.49783 -4.40154 -1.46087 -0.55
N 1.35163 2.22911 -2.12739 -0.78
N 2.61384 0.77221 -3.39016 -0.79
N 1.84539 -0.41401 2.01863 -0.89
C -2.78236 0.63530 3.56336 -0.24
C 3.91545 2.70115 0.72765 -0.41
C -3.62246 -0.06092 2.70664 -0.15
C 0.63973 -4.65971 -2.39013 -0.22
C 1.05813 -2.56791 -1.29143 -0.41
C -1.59093 0.35303 -0.99299 0.79
C 1.77192 -3.81443 -1.82125 -0.43
C 3.51262 1.29864 1.24214 -0.40
C -2.75831 2.33212 0.02311 -0.21
C 0.92238 1.71555 1.24369 0.79
C -3.63545 3.39959 -0.08280 -0.19
C 2.51831 1.69952 -2.40789 0.67
C -2.52608 -2.12718 3.28968 -0.23
C 2.09212 0.70497 1.08487 -0.17
C -3.21111 1.74044 -2.27083 -0.23
C -4.10324 2.79505 -2.34893 -0.09
C -3.49760 -1.44216 2.57279 -0.22
C -0.21302 -3.49216 0.73167 0.79
C -1.80667 -0.04857 4.28814 -0.26
C -1.67696 -1.42722 4.14942 -0.29
C 3.66164 3.12492 -0.73887 -0.22
C -0.27531 -3.09294 -0.75814 -0.18
C -4.32430 3.63073 -1.26619 -0.23
C -2.54935 1.50245 -1.07256 -0.09
H 1.99329 0.30151 0.07272 0.20
H 2.50731 -1.17236 1.89655 0.38
H 1.61221 -2.07217 -0.49468 0.23
H -1.40417 -4.46539 -1.91266 0.43
H -4.37967 0.46945 2.14423 0.23
H -3.78615 4.06404 0.75741 0.22
H -2.88855 1.70467 3.68571 0.24
H -2.19924 2.16548 0.93541 0.23
H 0.87325 -1.83576 -2.07805 0.24
H 0.35571 -4.32390 -3.38664 0.21
H 2.28260 -4.34908 -1.02012 0.22
H 4.43295 3.83298 -1.04717 0.22
H 1.22229 2.76615 -1.24360 0.47
H 3.43976 3.46812 1.34031 0.23
H -1.08948 -2.39112 -0.92386 0.27
H 0.47971 1.84168 -2.51177 0.45
H 4.49118 1.63708 -2.03419 0.41
H 1.97716 -0.05868 2.96288 0.38
H 0.84742 -5.72642 -2.42060 0.23
H 1.82576 0.66286 -4.00618 0.42
H -1.16386 0.49288 4.97013 0.24
H -2.42968 -3.20066 3.20045 0.24
H 3.51402 0.58076 -3.79656 0.40
H 3.72905 1.31214 2.31502 0.22
H -0.47251 -5.01327 -0.55638 0.47
H 4.19830 0.56026 0.81650 0.20
H -3.02579 1.10548 -3.12569 0.24
H 2.71962 3.64889 -0.80727 0.23
H -5.01804 4.45516 -1.35089 0.23
H -0.93212 -1.96403 4.72351 0.24
H 2.50507 -3.58011 -2.59079 0.23
H -4.17185 -1.98549 1.92424 0.23
H 4.98707 2.77845 0.92991 0.22


[2]
68
Properties=species:S:1:pos:R:3:nbo_charge:R:1 method="wB97M-V/def2-TZVPD" spin_multiplicity=3 max_force_ev_per_a=2.8 homo_lumo_gap_ev="6.56 / 6.60" mol_weight_g_mol=579.47 relative_energy_ev=0.000 total_charge=0 e_homo_ha="-0.2238 / -0.2250" lumo_energy_ev="0.472 / 0.472"
V -0.28043 -0.16678 -0.17927 1.13
Cl -0.38120 -2.36660 0.27360 -0.49
Cl 0.50760 0.04761 -2.30812 -0.46
S -4.67617 0.93061 -2.03411 0.33
O 0.86999 -2.27611 -3.52155 -0.49
O -0.10988 2.20161 -0.24596 -0.65
O -0.87999 0.32672 1.69543 -0.68
N -2.53009 0.12598 -0.71780 -0.60
N -2.12607 1.43146 -2.65362 -0.82
N 0.51071 4.19845 -1.21405 -0.42
N -1.17120 0.18957 3.95158 -0.38
C 3.05471 -3.66342 -6.12617 -0.17
C 3.11298 -4.75752 -7.00038 -0.23
C -3.61284 -0.47566 -0.06642 0.21
C 0.88052 4.89506 -2.44358 -0.41
C -6.05113 -0.78403 -0.28273 -0.22
C 2.10447 -5.73610 -6.98578 -0.19
C 3.36792 0.44809 1.93337 -0.64
C 0.94344 -4.49165 -5.27267 -0.15
C -4.79953 -2.00807 1.39618 -0.21
C 2.61591 -1.47484 -0.52625 -0.69
C 1.87335 -0.34968 0.05583 -0.24
C -2.94752 0.83370 -1.76709 0.32
C 0.62525 4.94539 0.03388 -0.42
C -1.90328 1.44732 4.04280 -0.42
C 1.85470 -2.43632 -4.23754 0.41
C -4.86867 -0.15893 -0.66220 -0.22
C 2.22262 0.56184 0.95870 -0.32
C -0.67212 -0.26073 2.80097 0.57
C -1.00792 -0.53771 5.19940 -0.40
C 1.00810 -5.58580 -6.12760 -0.22
C -6.01608 -1.71326 0.76556 -0.23
C 1.97090 -3.53415 -5.23928 -0.18
C 0.36956 2.86148 -1.20197 0.56
C -3.60439 -1.43127 0.96251 -0.24
H 0.25842 4.31979 0.85319 0.24
H -1.92890 1.92795 3.06609 0.25
H 0.72374 2.35920 -2.12082 0.17
H 4.12710 -0.27106 1.60207 0.21
H 0.08688 -4.38645 -4.61327 0.24
H 3.83251 1.42735 2.08885 0.19
H 3.83944 -2.90278 -6.09691 0.21
H 3.00714 0.12773 2.92028 0.19
H 0.02134 5.85803 -0.04377 0.20
H 0.37355 5.86510 -2.48841 0.21
H 1.96496 5.07021 -2.51186 0.20
H -1.41788 2.10036 4.77677 0.20
H -2.92309 1.26035 4.39829 0.21
H 2.75214 -1.77022 -4.17848 0.11
H -2.66167 -1.76746 1.37960 0.24
H 3.95808 -4.86106 -7.68327 0.22
H -6.91381 -2.25129 1.06646 0.22
H -2.53563 1.74528 -3.53128 0.39
H -0.39542 0.04643 5.89853 0.20
H -0.52936 -1.50491 5.01936 0.22
H -1.98842 -0.69942 5.66531 0.21
H 3.54779 -1.71001 0.00211 0.18
H -1.17194 1.03995 -2.71568 0.43
H -0.07758 -1.18614 2.82769 0.19
H -4.78180 -2.71491 2.22922 0.21
H 1.98931 -2.36411 -0.49397 0.24
H 0.21568 -6.33142 -6.12448 0.22
H 2.84006 -1.30753 -1.58430 0.22
H -6.97983 -0.55896 -0.80569 0.22
H 1.67775 5.23321 0.20810 0.20
H 0.57724 4.30040 -3.31395 0.22
H 2.15093 -6.59586 -7.65653 0.22
H 1.65852 1.49172 1.05265 0.18


[3]
87
Properties=species:S:1:pos:R:3:lowdin_charge:R:1 method="wB97M-V/def2-TZVPD" spin_multiplicity=2 max_force_ev_per_a=5.9 homo_lumo_gap_ev="8.02 / 3.06" mol_weight_g_mol=902.85 total_charge=+1 e_homo_ha="-0.4625 / -0.4625" lumo_energy_ev="-4.570 / -9.528"
Cl 0.92456 -0.44915 -1.58224 0.58
Cl -0.68444 0.64544 0.33302 0.58
Cl -1.02352 -2.24663 -0.18283 0.62
F -7.70555 -6.03666 0.94386 0.16
F 4.58473 -3.38358 -1.80304 0.19
F -6.48836 6.76192 0.13966 0.16
F 0.38835 6.46923 -4.70417 0.16
F -7.29197 -4.85939 2.61887 0.15
F 3.13229 -2.67993 -0.24099 0.13
F -6.56428 -6.89442 2.62318 0.16
F -5.31964 5.41257 -1.20266 0.14
F -7.43380 5.01991 -0.79430 0.13
F 0.83769 4.94466 -6.16990 0.17
F 3.22109 1.27309 -2.14966 0.10
F 3.92932 0.45885 -0.25737 0.13
F 5.28441 -2.89934 0.13711 0.17
F 4.66808 -0.38645 -2.17245 0.16
F 1.62012 4.79334 -4.12069 0.18
O 5.19378 2.94893 -0.96612 0.12
O 4.25267 0.87547 5.08198 0.36
O -0.65765 3.67499 -3.21801 -0.02
O -6.56730 4.71682 2.04026 0.18
O 6.65080 1.42593 -1.78052 0.04
O 5.05420 -5.58627 0.13371 0.15
O -5.43727 -5.21148 -0.13194 0.00
O -4.42165 -4.96031 1.94448 0.13
O -1.80446 4.59884 -5.08719 0.12
O 2.82107 -5.32317 -0.12745 0.01
O -5.10343 3.66927 0.74772 0.02
N 2.34867 1.14015 3.84637 -0.13
C -6.74668 -5.80838 1.84889 -0.52
C 8.34109 2.06597 -0.24269 -0.07
C 4.30317 0.74189 -1.51449 -0.50
C 0.06953 -0.86679 -0.07268 -1.53
C 7.80130 2.14322 -1.57665 -0.28
C 2.49857 -6.69180 0.01649 -0.20
C -2.67757 4.18165 -1.97461 -0.07
C 0.93649 1.43390 3.84550 -0.02
C -6.26326 5.47424 -0.21981 -0.46
C 1.86034 -6.93198 1.39187 -0.06
C -4.95522 2.57297 1.63565 -0.18
C -4.30152 -4.70224 -0.88134 -0.20
C -4.11560 -3.20549 -0.79543 -0.11
C 4.10341 -4.88022 -0.16732 -0.33
C -3.79051 1.61233 1.21339 -0.08
C 4.24154 -3.40334 -0.52480 -0.55
C -1.77128 3.10834 -2.52999 -0.22
C 3.04584 1.08622 5.02441 -0.10
C 2.94574 1.08922 2.53188 0.00
C 5.40966 1.81276 -1.42615 -0.30
C -0.75128 4.40347 -4.43450 -0.22
C -5.98568 4.61536 0.98834 -0.40
C -5.39313 -5.25768 1.25713 -0.29
C 0.59257 5.14580 -4.86630 -0.54
H -2.77923 1.98956 1.36535 0.02
H -3.13615 4.62040 -2.86080 0.08
H 7.62157 3.18584 -1.83884 0.14
H 2.39618 -6.44094 2.20418 0.08
H 1.69409 -6.95828 -0.66900 0.12
H 0.45947 0.58157 3.36168 0.10
H 1.80735 -7.99031 1.64724 0.08
H -1.40466 2.53717 -1.67709 0.07
H 8.67134 1.08469 0.09807 0.09
H 0.57223 1.46307 4.87242 0.10
H 3.35866 -7.34672 -0.12291 0.13
H 7.67276 2.54953 0.46977 0.09
H 8.50966 1.79242 -2.32716 0.14
H 0.80750 -6.65400 1.44037 0.07
H -2.35208 2.44078 -3.16649 0.13
H -3.83721 0.71431 1.82941 0.08
H 4.00906 0.87285 2.63501 0.11
H 2.38909 1.23437 5.89558 0.20
H -3.42495 -5.30769 -0.65079 0.12
H 9.28138 2.61723 -0.23380 0.10
H -3.45575 3.88497 -1.27141 0.05
H -2.14045 5.00666 -1.50669 0.09
H 2.86318 2.05650 2.03624 0.13
H 0.80984 -1.18547 0.66115 0.00
H -3.41479 -2.92676 -1.58238 0.06
H 2.55452 0.35424 1.82843 0.09
H -3.82644 -2.73411 0.14387 0.05
H -3.99300 1.34807 0.17547 0.08
H -5.06680 -2.68873 -0.92301 0.09
H -4.83551 2.87513 2.67606 0.13
H -5.87026 1.99014 1.53018 0.13
H -4.33331 -5.01042 -1.92638 0.13
H 0.58667 2.39187 3.46078 0.12